# C19H40Cl2GaNO13P

A molecular structure, C19H40Cl2GaNO13P in a non-equilibrium geometry (ωB97M-V with the def2-TZVPD basis set, the Open Molecules 2025 dataset).

Last column: Mulliken charge in e.
Atoms and positions in Å:
C: 6.263 2.674 -0.697  -0.98
C: 5.441 2.251 -1.862  0.11
Cl: 5.958 0.721 -2.608  -0.18
C: 4.423 2.910 -2.324  0.12
Cl: 3.536 2.218 -3.704  -0.29
Ga: 3.684 4.697 -1.584  0.52
P: 1.435 4.253 -0.991  -0.21
N: 1.570 2.800 0.055  -0.57
O: 0.614 3.701 -2.354  -0.46
H: 6.367 1.845 -0.002  0.31
H: 5.805 3.487 -0.155  0.22
H: 7.226 3.028 -1.058  0.25
H: 4.374 5.169 -0.221  -0.32
H: 3.862 5.871 -2.649  -0.35
H: 2.400 2.988 0.618  0.29
H: 1.893 2.054 -0.568  0.23
H: 1.199 3.667 -3.121  0.29
C: 5.380 -3.401 -4.725  -1.18
C: 6.435 -2.315 -4.716  0.13
O: 7.753 -2.860 -4.912  -0.36
C: 8.056 -3.207 -6.157  0.77
O: 7.349 -3.097 -7.126  -0.55
O: 9.296 -3.715 -6.155  -0.34
C: 9.723 -4.211 -7.422  -0.64
H: 5.623 -4.173 -3.993  0.31
H: 4.403 -2.981 -4.488  0.35
H: 5.320 -3.885 -5.699  0.33
H: 6.449 -1.829 -3.744  0.04
H: 6.227 -1.548 -5.461  0.35
H: 9.616 -3.455 -8.197  0.29
H: 9.157 -5.104 -7.686  0.29
H: 10.773 -4.473 -7.323  0.22
C: -1.501 2.233 -0.842  -1.19
C: -1.629 1.320 0.354  0.16
O: -2.572 1.828 1.326  -0.37
C: -3.853 1.670 1.032  0.76
O: -4.310 1.130 0.055  -0.57
O: -4.578 2.221 2.019  -0.36
C: -5.985 2.198 1.790  -0.57
H: -1.253 3.244 -0.522  0.26
H: -0.724 1.877 -1.510  0.29
H: -2.437 2.290 -1.401  0.43
H: -0.669 1.265 0.864  0.11
H: -1.904 0.306 0.061  0.31
H: -6.333 1.191 1.571  0.22
H: -6.242 2.872 0.973  0.31
H: -6.468 2.546 2.700  0.21
C: 1.714 -4.785 1.209  -1.11
C: 2.562 -3.539 1.051  -0.19
O: 1.780 -2.347 1.184  -0.31
C: 1.446 -2.010 2.430  0.67
O: 1.750 -2.606 3.434  -0.58
O: 0.706 -0.905 2.371  -0.20
C: 0.192 -0.468 3.629  -0.71
H: 0.872 -4.763 0.515  0.29
H: 2.309 -5.678 1.017  0.36
H: 1.304 -4.856 2.216  0.31
H: 2.985 -3.506 0.048  0.30
H: 3.392 -3.526 1.757  0.31
H: 0.990 -0.356 4.361  0.34
H: -0.559 -1.169 3.991  0.32
H: -0.275 0.499 3.461  0.20
C: -10.911 2.281 5.818  -1.10
C: -9.893 1.281 6.324  -0.17
O: -10.008 0.019 5.651  -0.36
C: -9.500 -0.021 4.418  0.78
O: -8.956 0.886 3.844  -0.54
O: -9.712 -1.242 3.923  -0.34
C: -9.293 -1.403 2.565  -0.59
H: -11.918 1.867 5.887  0.30
H: -10.865 3.201 6.401  0.36
H: -10.732 2.529 4.772  0.30
H: -10.072 1.073 7.378  0.29
H: -8.876 1.663 6.235  0.30
H: -8.253 -1.110 2.437  0.25
H: -9.933 -0.821 1.904  0.29
H: -9.397 -2.457 2.324  0.22

For the HOMO-LUMO gap, the calculation gives 5.631 eV. As for the HOMO energy: -0.136 Eh. The net charge is -1.


# C19H40FN2O6S

3 unconnected molecules or ions with the total composition C19H40FN2O6S in a non-equilibrium geometry (ωB97M-V with the def2-TZVPD basis set, the Open Molecules 2025 dataset).

Last column: natural (NBO) charge in e.
Atoms and positions in Å:
C: 0.623 2.316 5.119  -0.64
C: 1.188 3.391 4.195  -0.07
O: 0.193 4.045 3.433  -0.52
C: -0.397 3.280 2.407  -0.10
C: 0.356 3.347 1.099  -0.10
O: 1.555 2.558 1.068  -0.54
C: 1.364 1.206 0.736  -0.06
C: 2.229 0.324 1.637  -0.26
C: 3.231 -0.611 0.921  -0.43
C: 3.482 -1.652 1.997  -0.18
S: 4.508 -3.098 1.735  0.06
N: 2.070 -1.968 2.423  -0.45
C: 1.306 -2.836 1.460  0.83
O: 1.858 -3.326 0.540  -0.41
N: -0.029 -3.008 1.890  -0.75
C: -1.000 -2.139 1.359  0.96
O: -2.137 -2.129 1.651  -0.46
F: -0.436 -1.271 0.513  -0.32
C: 1.486 -0.583 2.664  -0.21
H: 1.304 2.128 5.946  0.22
H: -0.345 2.634 5.504  0.23
H: 0.459 1.378 4.582  0.17
H: 1.983 2.996 3.555  0.16
H: 1.650 4.167 4.807  0.20
H: -1.387 3.705 2.224  0.21
H: -0.562 2.236 2.705  0.15
H: 0.666 4.376 0.922  0.22
H: -0.297 3.049 0.274  0.19
H: 0.307 0.929 0.795  0.18
H: 1.668 1.034 -0.304  0.19
H: 2.840 0.999 2.240  0.25
H: 2.825 -1.056 0.012  0.23
H: 4.120 -0.045 0.655  0.26
H: 3.868 -1.083 2.845  0.24
H: 5.604 -2.536 2.250  0.15
H: 2.113 -2.542 3.274  0.46
H: -0.308 -3.982 1.800  0.46
H: 1.728 -0.351 3.696  0.24
H: 0.411 -0.559 2.523  0.24
C: -2.415 4.963 -3.210  -0.65
C: -2.140 3.680 -2.445  -0.06
O: -2.657 3.675 -1.124  -0.55
C: -4.066 3.806 -1.016  -0.07
C: -4.843 2.683 -1.681  -0.65
H: -2.088 5.829 -2.632  0.22
H: -1.880 4.954 -4.159  0.22
H: -3.475 5.088 -3.430  0.21
H: -1.063 3.550 -2.329  0.18
H: -2.508 2.813 -3.005  0.16
H: -4.390 4.778 -1.401  0.17
H: -4.269 3.808 0.055  0.19
H: -4.744 2.704 -2.767  0.21
H: -5.903 2.772 -1.445  0.22
H: -4.488 1.712 -1.331  0.21
C: 0.758 -3.554 -2.471  -0.64
C: 0.233 -3.545 -3.899  -0.06
O: 0.737 -4.593 -4.696  -0.53
C: 0.415 -5.906 -4.273  -0.07
C: -1.076 -6.198 -4.248  -0.65
H: 1.848 -3.602 -2.469  0.22
H: 0.443 -2.646 -1.953  0.20
H: 0.386 -4.411 -1.905  0.20
H: 0.553 -2.629 -4.397  0.19
H: -0.863 -3.542 -3.904  0.16
H: 0.865 -6.116 -3.295  0.15
H: 0.905 -6.562 -4.991  0.20
H: -1.594 -5.630 -3.473  0.20
H: -1.246 -7.256 -4.049  0.22
H: -1.529 -5.946 -5.207  0.22

The energy above the lowest of the compared OMol25 structures with the same formula, charge and spin is 0.000 eV. For the HOMO-LUMO gap, the calculation gives 7.530 eV. As for the HOMO energy: -0.426 Eh. The net charge is +1.